No. 1
{
  "formula": "CF3NO3S2",
  "method": "ωB97M-V/def2-TZVPD",
  "total_charge": -2,
  "de_lowest_ev": 0.671,
  "largest_force_ev_per_a": 5.41,
  "lumo_energy_ev": [6.3, 6.3],
  "elements": ["C", "N", "O", "O", "O", "F", "F", "F", "S", "S"],
  "positions_angstrom": [[-0.9455, -1.8911, 0.9436], [0.8193, 0.8138, -0.2891], [0.4886, 3.3953, 0.3056], [-0.4469, -0.6605, -2.0997], [2.0190, 2.7241, -1.5070], [-0.0930, -1.4050, 1.9522], [-2.2210, -1.7365, 1.4151], [-0.7065, -3.2348, 0.9027], [0.4356, -0.5526, -0.7289], [0.6505, 2.5474, -0.8945]]
}

No. 2
{
  "formula": "CF6P2S2",
  "method": "ωB97M-V/def2-TZVPD",
  "de_lowest_ev": 0.730,
  "largest_force_ev_per_a": 4.16,
  "lumo_energy_ev": -1.0,
  "elements": ["C", "F", "F", "F", "F", "F", "F", "P", "P", "S", "S"],
  "positions_angstrom": [[-0.9805, -1.6006, 0.8852], [-1.8531, -1.3046, 1.8271], [-0.0781, -2.4862, 1.3612], [-1.6081, -2.0674, -0.1992], [1.0662, 2.7049, -1.9319], [3.2410, 2.4915, -1.5623], [0.2494, 0.6655, 1.8260], [1.8788, 2.3949, -0.7301], [-0.2102, 0.5410, 0.3417], [-1.3826, 2.0668, -0.0843], [1.5060, 0.1665, -0.8130]]
}

No. 3
{
  "formula": "CFIS",
  "method": "ωB97M-V/def2-TZVPD",
  "de_lowest_ev": 4.553,
  "largest_force_ev_per_a": 2.91,
  "lumo_energy_ev": [-2.2, -2.2],
  "elements": ["C", "F", "S", "I"],
  "positions_angstrom": [[-1.4269, -0.4959, -0.7578], [-0.5530, -1.1106, -1.5114], [2.1628, 1.0158, 1.4257], [-0.1828, 0.5907, 0.8435]]
}

No. 4
{
  "formula": "CFN4",
  "method": "ωB97M-V/def2-TZVPD",
  "total_charge": -1,
  "de_lowest_ev": 0.275,
  "largest_force_ev_per_a": 2.15,
  "lumo_energy_ev": 4.7,
  "elements": ["C", "N", "N", "N", "N", "F"],
  "positions_angstrom": [[-0.2434, 0.6247, -0.0514], [-0.3914, -0.1825, 0.9939], [0.5766, 0.1593, -1.0025], [0.3173, -1.2584, 0.6405], [0.8729, -1.0532, -0.5116], [-1.1319, 1.7101, -0.0689]]
}

No. 5
{
  "formula": "CFNO3",
  "method": "ωB97M-V/def2-TZVPD",
  "de_lowest_ev": 0.034,
  "largest_force_ev_per_a": 2.42,
  "smiles": "O=C=O.O=NF",
  "lumo_energy_ev": -1.0,
  "elements": ["O", "C", "O", "O", "N", "F"],
  "positions_angstrom": [[-1.9238, 0.4115, -1.0427], [-1.5696, 0.1768, 0.0253], [-1.2531, -0.0480, 1.0958], [2.5301, -0.3417, 0.7697], [1.4639, -0.5398, 0.5020], [1.1460, -0.1543, -0.9535]]
}

No. 6
{
  "formula": "CH10N2O2",
  "method": "ωB97M-V/def2-TZVPD",
  "de_lowest_ev": 0.448,
  "largest_force_ev_per_a": 1.50,
  "smiles": "NCN.O.O",
  "lumo_energy_ev": 0.6,
  "elements": ["N", "C", "N", "H", "H", "H", "H", "H", "H", "O", "H", "H", "O", "H", "H"],
  "positions_angstrom": [[1.3127, -0.2940, 0.7157], [1.1395, -0.4474, -0.7317], [0.1336, 0.3935, -1.3660], [1.6162, 0.6372, 0.9457], [0.5469, -0.6320, 1.2714], [2.1399, -0.2216, -1.1033], [0.9037, -1.4839, -0.9360], [0.3628, 1.3732, -1.4324], [-0.6847, 0.2461, -0.7872], [-1.5370, 2.4601, 1.0482], [-0.8764, 1.8964, 1.4638], [-1.4792, 2.3103, 0.1003], [-1.0618, -1.9049, 0.5654], [-1.8881, -1.6907, 0.1156], [-0.6282, -2.6423, 0.1304]]
}

No. 7
{
  "formula": "CH10N2O2",
  "method": "ωB97M-V/def2-TZVPD",
  "de_lowest_ev": 0.309,
  "largest_force_ev_per_a": 1.07,
  "smiles": "NCN.O.O",
  "lumo_energy_ev": 0.5,
  "elements": ["N", "C", "N", "H", "H", "H", "H", "H", "H", "O", "H", "H", "O", "H", "H"],
  "positions_angstrom": [[1.6193, 0.4935, 1.4406], [0.2207, 0.7771, 1.1809], [-0.5657, -0.2473, 0.4970], [1.8325, -0.2943, 2.0338], [2.1841, 0.4508, 0.5947], [-0.2360, 0.9301, 2.1611], [0.2084, 1.7110, 0.6282], [-0.2896, -0.2791, -0.4869], [-0.3208, -1.1416, 0.9017], [-3.3778, 1.0824, 1.0540], [-3.9034, 0.7243, 0.3336], [-2.4594, 1.0417, 0.7294], [1.7636, -1.3819, -3.6643], [2.2411, -2.0020, -4.2194], [1.0830, -1.8648, -3.1842]]
}

No. 8
{
  "formula": "CH10N2O3",
  "method": "ωB97M-V/def2-TZVPD",
  "total_charge": -1,
  "multiplicity": 2,
  "de_lowest_ev": 1.039,
  "largest_force_ev_per_a": 5.22,
  "s_squared": 0.750,
  "lumo_energy_ev": [3.5, 3.4],
  "elements": ["N", "C", "N", "H", "H", "H", "H", "H", "H", "O", "H", "H", "O", "H", "H", "O"],
  "positions_angstrom": [[0.6848, -0.2583, -0.5465], [1.7775, -0.7409, -1.2142], [1.9300, -0.4144, -2.4800], [0.5949, -0.2681, 0.4727], [0.0399, 0.3341, -1.0363], [2.5482, -1.3704, -0.7298], [2.5977, -0.9308, -3.1502], [-3.5613, -0.2937, 1.8254], [-2.6641, -1.3834, 2.6700], [-2.6866, -0.4556, 2.2502], [0.2366, 1.3950, -2.9249], [-1.2212, 1.1317, -3.1906], [-0.5928, 1.6646, -2.7579], [0.5553, 0.8202, 4.2668], [-0.5484, 0.4664, 3.0701], [0.3094, 0.3036, 3.4754]]
}